No. 1
{
  "formula": "C19H21F5N5O5PtS2",
  "method": "ωB97M-V with the def2-TZVPD basis set",
  "symbols": ["Pt", "F", "C", "C", "F", "C", "F", "C", "S", "C", "F", "C", "F", "C", "C", "S", "O", "O", "C", "C", "N", "C", "N", "C", "C", "N", "O", "O", "C", "H", "H", "H", "H", "H", "H", "H", "H", "H", "H", "H", "H", "H", "N", "C", "N", "C", "C", "O", "C", "C", "H", "H", "H", "H", "H", "H", "H", "H"],
  "xyz": [[-0.673092, -1.307220, -1.081596], [-1.143334, 2.194135, 5.065747], [-1.072057, 1.900203, 3.776364], [-1.507789, 0.671681, 3.308827], [-1.998968, -0.232272, 4.152580], [-1.415506, 0.373504, 1.961430], [-1.837888, -0.840045, 1.578722], [-0.884308, 1.266110, 1.025557], [-0.735772, 1.006916, -0.697068], [-0.455233, 2.495344, 1.532307], [0.071003, 3.394591, 0.701125], [-0.540104, 2.810081, 2.876269], [-0.098253, 3.984164, 3.312835], [4.404253, 4.240717, -0.487546], [4.747245, 3.138731, 0.502782], [3.958810, 1.620837, -0.053096], [2.563860, 1.640243, 0.326504], [4.252086, 1.418012, -1.445894], [4.723550, 0.268317, 0.924238], [4.638034, -1.145714, 0.285933], [3.473531, -1.434585, -0.574127], [2.199452, -1.512102, -0.152420], [1.366583, -1.632969, -1.192765], [2.127070, -1.606256, -2.326562], [3.428395, -1.489498, -1.964495], [4.537663, -1.390450, -2.873713], [5.668419, -1.404014, -2.423409], [4.243609, -1.328523, -4.045416], [1.760680, -1.478030, 1.262476], [4.806518, 5.190801, -0.142211], [3.323249, 4.334466, -0.588856], [4.823712, 4.019475, -1.466744], [4.337632, 3.334573, 1.492578], [5.818669, 2.947504, 0.549228], [4.210872, 0.305175, 1.883338], [5.767527, 0.546624, 1.055518], [4.626913, -1.885424, 1.086135], [5.515274, -1.301111, -0.327255], [1.723025, -1.686247, -3.319438], [2.457969, -2.005423, 1.912897], [0.778348, -1.940672, 1.334439], [1.687154, -0.438954, 1.589120], [-2.640113, -1.764716, -1.235167], [-3.770522, -1.701892, -0.978952], [-5.027961, -1.619157, -0.708683], [-5.784902, -0.375965, -0.915154], [-6.869454, -0.649189, -1.952142], [-7.696547, -1.709800, -1.522494], [-6.977612, -2.917682, -1.382721], [-5.855973, -2.780166, -0.353405], [-5.117132, 0.421658, -1.235702], [-6.252333, -0.108146, 0.034849], [-6.402764, -0.892724, -2.916217], [-7.508600, 0.223385, -2.073857], [-6.555357, -3.221631, -2.349880], [-7.694526, -3.666685, -1.051340], [-5.242841, -3.679124, -0.329552], [-6.282148, -2.600868, 0.636082]],
  "atomic_forces_ev_per_a": [[0.5, -0.9, -0.4], [0.0, 0.0, 0.0], [0.0, -0.1, -0.2], [0.1, 0.1, 0.0], [0.0, 0.0, 0.0], [0.1, 0.3, -0.2], [-0.1, -0.1, 0.0], [0.0, -0.2, 0.6], [-0.1, -1.3, -0.6], [0.2, -0.2, -0.1], [-0.1, 0.0, 0.1], [0.0, 0.0, 0.0], [0.0, 0.0, 0.0], [-0.1, 0.0, -0.1], [-0.2, -0.4, -0.1], [-0.3, -0.5, 0.2], [0.0, 0.0, 0.2], [0.4, -0.2, -0.1], [-0.5, 0.3, -0.5], [0.1, 0.2, 0.0], [0.0, 0.4, -0.1], [0.1, -0.1, 0.1], [-0.2, 1.2, 0.6], [0.3, 0.0, -0.3], [-0.5, 0.1, 0.2], [0.2, -0.1, -0.1], [-0.1, 0.0, 0.0], [0.0, 0.0, 0.1], [0.1, 0.2, 0.0], [0.0, 0.0, 0.1], [0.0, 0.1, 0.0], [0.0, 0.0, 0.0], [0.1, 0.0, 0.1], [0.0, 0.0, 0.1], [0.1, 0.1, 0.1], [0.1, -0.2, 0.1], [0.1, 0.0, 0.0], [0.0, -0.1, 0.0], [0.0, 0.1, 0.0], [0.0, 0.0, 0.0], [0.0, 0.0, 0.1], [0.0, 0.0, 0.0], [-0.2, 1.2, 0.2], [0.2, 0.0, 0.1], [-0.1, -0.1, 0.0], [-0.3, 0.2, -0.3], [0.1, 0.0, 0.1], [0.0, 0.0, 0.1], [0.1, 0.1, 0.0], [-0.3, -0.2, 0.0], [0.1, 0.0, 0.0], [0.1, 0.0, 0.0], [0.0, 0.0, 0.0], [0.0, 0.0, 0.0], [0.0, 0.0, 0.0], [0.1, 0.0, 0.0], [0.0, 0.0, 0.0], [0.1, 0.0, 0.0]],
  "largest_force_ev_per_a": 1.391,
  "charge": 1,
  "homo_ha": -0.4017,
  "gap_ev": 6.1,
  "de_lowest_kj_mol": 0.0,
  "spin_multiplicity": 1
}

---

No. 2
{
  "formula": "C19H21N2O2",
  "method": "ωB97M-V with the def2-TZVPD basis set",
  "symbols": ["C", "C", "O", "C", "O", "C", "N", "N", "C", "C", "C", "C", "C", "C", "C", "C", "C", "C", "C", "C", "C", "C", "C", "H", "H", "H", "H", "H", "H", "H", "H", "H", "H", "H", "H", "H", "H", "H", "H", "H", "H", "H", "H", "H"],
  "xyz": [[-4.064719, 2.095808, 1.863972], [-2.787624, 2.494497, 1.175528], [-1.619620, 1.723892, 1.636401], [-0.483052, 2.048695, 0.948039], [-0.424505, 3.068233, 0.238223], [0.649042, 1.029515, 1.040200], [1.843968, 1.913850, 1.240021], [2.937140, 2.264341, 1.535347], [0.977668, 0.467282, -0.417615], [2.100674, -0.466476, -0.080600], [3.457206, -0.097020, -0.356009], [4.473481, -0.914913, 0.123395], [4.177756, -2.118131, 0.826281], [5.307848, -2.986676, 1.262300], [2.862465, -2.435332, 1.049597], [1.812162, -1.602984, 0.626805], [-0.280311, 0.047395, -1.081086], [-1.067263, 1.073588, -1.681018], [-2.324170, 0.784894, -2.170160], [-2.919086, -0.477448, -2.038539], [-4.281063, -0.756069, -2.476156], [-2.085305, -1.507619, -1.539494], [-0.768924, -1.280600, -1.147382], [-4.908031, 2.532168, 1.294230], [-4.183512, 0.990703, 1.908771], [-4.101608, 2.520980, 2.884116], [-2.889543, 2.366896, 0.057429], [-2.546177, 3.560089, 1.301118], [0.448541, 0.228932, 1.802456], [1.335557, 1.396451, -0.927893], [3.702573, 0.826527, -0.928718], [5.490676, -0.649381, -0.067517], [4.940489, -3.973560, 1.531338], [6.025045, -3.142184, 0.450727], [5.852839, -2.529605, 2.098000], [2.600648, -3.333785, 1.555079], [0.786539, -1.761696, 0.957444], [-0.681389, 2.121476, -1.677115], [-2.857087, 1.570576, -2.663429], [-4.577321, -1.761642, -2.194218], [-4.970401, -0.001660, -2.087716], [-4.375915, -0.732455, -3.560321], [-2.470525, -2.480013, -1.479582], [-0.115154, -2.117549, -0.832231]],
  "atomic_forces_ev_per_a": [[-0.1, -0.3, 0.6], [0.0, 0.8, -1.5], [1.6, -0.2, -1.2], [-2.8, 3.0, -0.8], [0.9, -2.7, 2.1], [-1.4, 1.0, -0.7], [9.6, 2.0, 4.4], [-9.9, -2.9, -3.0], [0.9, 1.2, 0.4], [1.1, 0.5, -1.3], [-0.5, -0.4, 0.1], [-1.2, -0.4, 0.1], [0.6, 1.2, -0.9], [0.3, -0.3, 0.0], [-0.9, 0.4, -0.2], [0.8, -0.2, 0.7], [-1.4, -0.4, -1.1], [0.9, -0.2, 0.6], [-0.1, -0.3, 0.1], [2.5, -0.2, 0.5], [-1.1, -0.1, -0.4], [0.3, 1.7, -0.4], [0.4, 0.6, 0.7], [0.4, -0.3, 0.3], [0.0, 0.8, -0.1], [-0.1, -0.4, -0.4], [0.4, -0.2, 1.2], [-0.1, -0.4, 0.2], [1.0, 1.1, -0.3], [-0.1, -0.9, 0.1], [-0.3, -0.8, 0.4], [0.5, 0.1, -0.1], [0.1, 0.0, 0.3], [-0.1, 0.2, 0.1], [-0.1, -0.2, -0.1], [0.0, -0.6, 0.5], [0.3, -0.4, -0.2], [-0.4, -1.2, -0.4], [-0.4, 0.4, -0.2], [-0.3, 0.0, 0.3], [-0.1, -0.3, 0.0], [0.1, 0.2, -0.2], [-0.5, -1.3, 0.0], [-0.7, 0.6, -0.3]],
  "largest_force_ev_per_a": 10.722,
  "charge": 1,
  "homo_ha": -0.4384,
  "gap_ev": 5.9,
  "de_lowest_kj_mol": 472.8,
  "spin_multiplicity": 1,
  "smiles": "CCOC(=O)[C@H]([N+]#N)C(c1ccc(C)cc1)c1ccc(C)cc1"
}